(1)
C3H2IO3 | the ωB97M-V functional and the def2-TZVPD basis

Calculated values
- LUMO energy: -5.48 eV
- HOMO energy: -15.011 eV
- ΔE to the lowest compared entry with this formula, charge and spin: 36.7 kcal/mol
- Charge: +1
- Frontier orbital gap: 9.53 eV

Geometry as XYZ:
```
9
C3H2IO3, DFT the ωB97M-V functional and the def2-TZVPD basis
C -0.39817 -0.65932 0.49588
C 0.38193 1.60539 0.24092
C 0.42571 -0.78339 -0.74355
O 0.91612 2.56121 -0.03064
O 0.83049 0.25589 -1.20019
O -0.22571 0.74825 0.89717
I -2.40660 -0.88104 -0.03330
H -0.02492 -1.11374 1.46409
H 0.50116 -1.73327 -1.09038
```

(2)
C30H35N3O2 | the ωB97M-V functional and the def2-TZVPD basis

Calculated values
- LUMO energy: -1.97 eV
- HOMO energy: -5.553 eV
- ΔE to the lowest compared entry with this formula, charge and spin: 0.0 kcal/mol
- Frontier orbital gap: 3.58 eV

Geometry as XYZ:
```
70
C30H35N3O2, DFT the ωB97M-V functional and the def2-TZVPD basis
C 0.67148 5.79967 -4.17241
N 1.28177 5.46712 -2.90123
C 2.41567 6.30135 -2.56690
C 0.88053 4.41704 -2.13006
C 1.37912 4.24417 -0.80505
C 1.00785 3.15057 -0.04302
C 0.09280 2.18746 -0.54244
C -0.26419 1.00061 0.20672
C 0.58847 0.52026 1.22400
C 0.23293 -0.46312 2.13307
C 1.00616 -0.82458 3.29696
C 0.52378 -1.85202 4.15074
C 1.25323 -2.24806 5.26568
C 2.47287 -1.61947 5.56813
C 2.95664 -0.59554 4.74068
C 2.23458 -0.18979 3.61723
C -1.53051 0.31825 -0.08462
C -1.58453 -1.08014 -0.25253
C -2.75905 -1.71048 -0.63469
C -3.97736 -0.97937 -0.67920
N -5.15826 -1.60353 -0.98014
C -6.43770 -1.07360 -0.55343
C -5.21150 -2.81027 -1.78115
C -3.94561 0.41780 -0.41502
C -2.73484 1.05605 -0.21474
C -0.43618 2.39113 -1.84299
C -0.04814 3.45930 -2.62751
H -0.38425 5.51247 -4.20650
H 0.75503 6.88406 -4.31216
H 1.20087 5.31885 -5.00919
H 3.06176 5.81956 -1.82966
H 2.99176 6.49152 -3.48079
H 2.08387 7.27493 -2.17794
H 2.05281 4.98924 -0.38011
H 1.40366 3.05093 0.96876
H 1.57234 0.98758 1.30306
H -0.74192 -0.94361 2.04595
H -0.44695 -2.30476 3.91838
H 0.86665 -3.04536 5.90635
H 3.04602 -1.93314 6.44127
H 3.90156 -0.09856 4.97356
H 2.59058 0.63503 2.99531
H -0.67011 -1.66301 -0.12550
H -2.75629 -2.77923 -0.85548
H -6.30067 -0.38912 0.29071
H -6.94461 -0.53474 -1.36784
H -7.08730 -1.90125 -0.24068
H -4.26993 -2.94975 -2.32303
H -5.39814 -3.69691 -1.15756
H -6.03177 -2.73040 -2.50713
H -4.87327 0.99327 -0.43249
H -2.71183 2.14448 -0.12724
H -1.13838 1.66292 -2.25013
H -0.44341 3.55203 -3.63907
O 4.09808 -1.83026 -1.11761
C 2.88979 -1.57951 -1.17155
C 2.09378 -2.86014 -0.70439
C 2.78035 -4.24897 -0.80725
C 2.69325 -4.83770 0.61276
C 2.26899 -3.67091 1.53916
N 1.90947 -2.62594 0.64530
O 2.13577 -0.63231 -1.45681
H 1.13569 -2.88302 -1.24951
H 2.22556 -4.84236 -1.53739
H 3.82181 -4.11640 -1.11046
H 1.91406 -5.60601 0.63875
H 3.64862 -5.25991 0.92462
H 1.41926 -3.93870 2.18590
H 3.09106 -3.37644 2.21832
H 1.63635 -1.71930 0.99324
```

(3)
C3H5N3 | the ωB97M-V functional and the def2-TZVPD basis

Calculated values
- LUMO energy: 0.70 eV
- HOMO energy: -8.491 eV
- ΔE to the lowest compared entry with this formula, charge and spin: 74.5 kcal/mol
- Frontier orbital gap: 9.19 eV

Geometry as XYZ:
```
11
C3H5N3, DFT the ωB97M-V functional and the def2-TZVPD basis
N -1.79459 -0.16211 0.32180
C -0.43897 -0.00858 0.11781
C 0.48820 -1.08156 0.06950
C 1.73066 -0.31134 0.09252
N 1.56832 0.98442 0.04460
N 0.21484 1.16513 0.01828
H -1.97656 -1.08765 0.69399
H -2.43222 0.08084 -0.42214
H 0.04010 -0.98373 -1.00443
H 2.74473 -0.68481 0.21879
H -0.14451 2.08939 -0.15071
```

(4)
C7H13N | the ωB97M-V functional and the def2-TZVPD basis

Calculated values
- LUMO energy: 0.97 eV
- HOMO energy: -9.496 eV
- ΔE to the lowest compared entry with this formula, charge and spin: 33.8 kcal/mol
- Frontier orbital gap: 10.46 eV

Geometry as XYZ:
```
21
C7H13N, DFT the ωB97M-V functional and the def2-TZVPD basis
H -0.71937 2.80232 -0.66387
N -1.30177 2.03605 -1.01016
C -0.81865 0.88035 -0.82608
C -1.63532 -0.31462 -1.13508
C 0.57096 0.60493 -0.23732
C 1.45586 0.06985 -1.37665
C 0.57310 -0.28410 0.97270
C 1.55654 -1.07190 1.36389
C -0.83090 -0.35304 1.81712
H -1.45547 -1.01619 -0.18902
H -2.70508 -0.10548 -1.13602
H -1.33304 -0.74916 -2.08987
H 0.97173 1.57722 0.08914
H 1.35278 0.70282 -2.25719
H 2.50462 0.09316 -1.08977
H 1.17050 -0.94605 -1.63685
H 2.45795 -1.21950 0.78298
H 1.50562 -1.61130 2.29696
H -1.42721 0.55608 1.82756
H -0.51809 -0.37681 2.85386
H -1.37476 -1.27462 1.64367
```